(1)
ORCA calculation (wB97M-V/def2-TZVPD) on an isolated molecule of C24H25N3O5S.

Atoms and positions in Å:
C 3.832141 3.158146 1.605368
O 2.779897 2.752133 0.759293
C 2.571742 1.405803 0.594916
C 3.331867 0.415593 1.193264
C 3.047588 -0.925094 0.967446
N 3.779893 -1.963434 1.538971
C 4.860566 -1.892017 2.364967
O 5.372524 -0.856583 2.752276
C 5.393253 -3.199406 2.777131
C 6.475210 -3.382020 3.596269
C 6.771014 -4.737718 3.828737
C 5.913952 -5.575126 3.186187
S 4.728207 -4.727130 2.284032
C 1.978476 -1.283574 0.128436
O 1.770355 -2.629063 -0.033995
C 0.701193 -3.039670 -0.854061
C 1.219028 -0.292924 -0.469558
C 1.506499 1.047243 -0.246019
N 0.777665 2.093832 -0.824539
C -0.258673 2.043613 -1.689528
O -0.743918 1.011325 -2.121994
C -0.756743 3.429056 -2.079110
C -1.826148 3.406273 -3.177475
C -3.225756 3.151502 -2.617200
O -4.046774 4.039883 -2.521769
N -3.411065 1.860063 -2.255642
C -4.534790 1.256456 -1.688649
C -5.747260 1.915339 -1.506268
C -6.816762 1.242976 -0.947503
C -6.716181 -0.087507 -0.558416
C -7.887186 -0.791028 0.059168
C -5.502089 -0.735965 -0.743717
C -4.424044 -0.077197 -1.301224
H 4.799191 2.805233 1.236954
H 3.681512 2.801645 2.627963
H 3.813439 4.246911 1.593162
H 4.156904 0.652323 1.841450
H 3.435528 -2.877948 1.274800
H 7.026034 -2.555696 4.006975
H 7.583870 -5.077344 4.444867
H 5.903541 -6.647278 3.185021
H 0.826510 -2.686649 -1.881609
H 0.723365 -4.128228 -0.839152
H -0.258384 -2.689172 -0.463180
H 0.397460 -0.533578 -1.120047
H 1.113115 3.002508 -0.531277
H 0.103022 4.009463 -2.423688
H -1.152539 3.921240 -1.186688
H -1.577834 2.637590 -3.911449
H -1.852133 4.376783 -3.673617
H -2.594816 1.255668 -2.339722
H -5.842113 2.946444 -1.802571
H -7.753683 1.764275 -0.812139
H -8.037760 -0.444270 1.082022
H -8.798138 -0.583608 -0.499289
H -7.727292 -1.866256 0.083407
H -5.398307 -1.771130 -0.449815
H -3.484175 -0.592710 -1.442171

Atomic forces in eV per Å
0.18 0.14 0.15
-0.31 -0.30 -0.25
-0.29 -0.21 -0.23
0.03 0.20 0.02
-0.32 0.15 -0.26
-0.16 -0.40 -0.11
-0.05 0.19 -0.04
-0.02 0.05 -0.02
0.23 -0.70 0.18
-0.37 0.30 -0.28
-0.04 -0.24 -0.03
-0.26 0.09 -0.20
0.46 0.21 0.35
0.27 0.23 0.22
0.32 0.27 0.24
-0.17 -0.14 -0.14
-0.02 -0.20 -0.02
0.29 -0.11 0.24
0.24 0.29 0.21
0.12 0.54 0.12
0.02 -0.32 -0.12
-0.20 -0.09 -0.26
-0.02 0.09 0.13
0.46 0.01 -0.33
-0.20 0.21 0.06
0.23 -0.42 -0.01
-0.36 -0.06 0.17
0.02 0.21 -0.06
0.10 -0.24 0.04
-0.04 -0.01 -0.01
0.02 0.06 0.05
-0.06 0.08 -0.01
0.05 0.14 -0.05
-0.04 0.00 0.01
0.01 0.00 -0.04
0.05 -0.08 0.04
0.02 0.04 0.02
0.08 0.15 0.06
0.06 0.19 0.04
0.12 -0.09 0.09
0.04 -0.22 0.03
0.00 0.00 0.04
-0.06 0.08 -0.04
0.03 0.01 -0.01
-0.03 -0.04 -0.02
-0.16 -0.04 -0.15
-0.01 0.00 0.09
0.09 0.04 0.02
0.02 0.05 -0.02
-0.07 -0.10 0.05
-0.10 0.26 -0.06
0.01 0.03 -0.01
-0.10 0.07 0.00
-0.08 -0.05 0.07
-0.09 -0.05 0.00
-0.05 -0.08 0.02
0.00 -0.09 0.02
0.11 -0.06 -0.02

Summary:
2S+1: 1
Relative energy (zero: lowest compared OMol25 entry of this formula, charge and spin) in kcal per mole: 29.9
E_HOMO in Eh: -0.2834
Charge: 0
Structure (SMILES): COc1cc(NC(=O)c2cccs2)c(OC)cc1NC(=O)CCC(=O)Nc1ccc(C)cc1
Lowest unoccupied orbital energy in eV: 0.204

---

(2)
ORCA calculation (wB97M-V/def2-TZVPD) on a cluster of 8 separate species, C36H93N5O13 in total in a non-equilibrium geometry.

Atoms and positions in Å:
C 26.044561 40.873944 4.939091
C 27.365022 40.594273 4.218569
O 28.361447 41.547617 4.672647
H 25.862435 41.940471 4.806999
H 26.210431 40.853983 6.016215
H 25.209943 40.210124 4.713573
H 27.209928 40.874058 3.176577
H 27.678535 39.551461 4.267100
H 28.505055 42.159023 3.946586
C 30.026992 40.883506 7.522260
C 28.548477 40.865857 7.921111
O 28.131155 42.176408 7.595249
H 30.680637 41.426865 8.204617
H 30.157305 41.187943 6.483776
H 30.357649 39.874118 7.767020
H 28.452927 40.659194 8.987071
H 27.997237 40.208435 7.248773
H 28.228480 42.259574 6.643819
C 29.749480 43.690667 10.716778
C 28.459651 44.297846 10.164059
O 27.744094 45.027224 11.165819
H 29.617273 43.126508 11.640003
H 30.390383 44.553181 10.899569
H 30.177229 43.123480 9.890085
H 27.713922 43.618014 9.751984
H 28.603601 45.012302 9.353546
H 28.307625 45.783283 11.345868
C 29.884255 37.772567 5.540156
O 28.608966 37.356644 5.175340
C 28.559543 36.417358 4.168545
C 27.155672 35.704548 4.079334
N 26.102858 36.572493 3.667545
C 24.818258 35.836657 3.547306
C 23.519397 36.635405 3.304558
O 23.185494 37.155056 4.618684
C 21.982608 37.833948 4.493895
H 29.960814 37.946798 6.613411
H 30.008583 38.754974 5.084622
H 30.761489 37.132433 5.446407
H 29.250314 35.580625 4.272448
H 28.852471 36.780253 3.183358
H 26.850473 35.355676 5.065861
H 27.244654 34.840763 3.420505
H 25.937714 37.239117 4.408113
H 24.723882 35.133930 4.375174
H 25.013452 35.104152 2.764070
H 22.837485 35.816618 3.075029
H 23.529062 37.295052 2.436869
H 21.984137 38.591146 3.709839
H 21.874226 38.483653 5.362371
H 21.036074 37.361131 4.231936
C 26.078896 45.637554 7.706448
O 26.453856 46.513819 6.661498
C 26.392881 45.990507 5.372039
C 26.934208 47.138765 4.407315
N 28.380608 47.189999 4.573218
C 28.918815 48.412600 3.901157
C 30.529805 48.308691 3.994701
O 30.951011 48.495330 5.304982
C 32.318897 48.808715 5.489066
H 26.619679 44.715380 7.919199
H 25.011777 45.437869 7.803787
H 26.266034 46.342320 8.516618
H 25.355755 45.870487 5.058915
H 27.001629 45.098503 5.224188
H 26.388006 48.044047 4.672348
H 26.663511 46.959608 3.366766
H 28.458833 47.360886 5.565582
H 28.631465 49.268865 4.511359
H 28.432838 48.482801 2.928015
H 30.992792 49.106883 3.414499
H 30.869332 47.326387 3.666224
H 32.987711 48.085980 5.021687
H 32.423076 48.829536 6.573874
H 32.617789 49.783914 5.104675
C 20.312624 33.110846 13.338112
O 21.427005 32.844241 12.522873
C 21.520414 33.190462 11.183747
C 22.881236 33.293300 10.691626
N 23.731880 34.245285 11.464090
C 24.934471 34.503134 10.741860
C 24.721486 35.378849 9.469976
O 25.904993 36.207897 9.429491
C 25.904144 36.895673 8.150576
H 20.511249 32.500031 14.218763
H 19.388737 32.797548 12.851918
H 20.393787 34.143020 13.678892
H 20.858413 34.048012 11.063491
H 20.959941 32.479047 10.577218
H 22.947692 33.494476 9.622420
H 23.320890 32.310733 10.863015
H 23.967475 33.810694 12.344838
H 25.520763 33.624061 10.474323
H 25.486804 35.100263 11.467443
H 23.782870 35.912377 9.320135
H 24.754733 34.772945 8.564508
H 24.929145 37.310407 7.894703
H 26.188488 36.242011 7.325970
H 26.653867 37.686848 8.157135
C 23.852754 44.825683 15.377729
O 24.527458 43.652461 15.743067
C 25.571896 43.256824 14.953957
C 25.188986 42.916240 13.529522
N 26.334178 42.442480 12.733498
C 26.035112 41.993099 11.369110
C 25.086788 40.808753 11.285322
O 24.496772 40.613878 9.988844
C 23.939664 39.329411 9.777572
H 23.177286 44.628814 14.545203
H 24.422358 45.705837 15.079427
H 23.267118 45.046757 16.270060
H 26.027888 42.430749 15.499659
H 26.218884 44.133557 14.924822
H 24.786163 43.872326 13.195254
H 24.414146 42.162458 13.669304
H 27.010662 43.192044 12.758465
H 26.940171 41.645507 10.870957
H 25.669255 42.789352 10.720865
H 24.323345 40.698412 12.055437
H 25.785507 40.015612 11.551420
H 23.871024 39.139380 8.706472
H 22.929731 39.217144 10.171965
H 24.675005 38.594335 10.104729
C 31.220887 45.502135 6.437703
O 30.655805 45.231339 5.194366
C 30.832617 43.904908 4.788971
C 30.289374 43.683111 3.372447
N 28.844917 43.975702 3.461652
C 28.285882 43.862107 2.155087
C 26.750224 44.147926 2.133208
O 25.868678 43.080436 2.560424
C 24.520911 43.439772 3.057365
H 30.975867 44.708714 7.143775
H 30.820979 46.471138 6.736360
H 32.292398 45.701811 6.447248
H 30.314114 43.276812 5.513357
H 31.799404 43.485049 5.066720
H 30.499792 42.644829 3.115927
H 30.866270 44.289633 2.674288
H 28.737870 44.933374 3.764158
H 28.443214 42.876578 1.716829
H 28.864897 44.510255 1.497263
H 26.430732 44.427989 1.129419
H 26.511408 45.042916 2.707720
H 23.822287 42.607791 2.968922
H 24.212728 44.389644 2.620491
H 24.449113 43.581873 4.135680

Atomic forces in eV per Å
0.96 0.48 0.88
-0.63 1.03 -0.62
-0.22 -1.57 0.68
-0.56 -0.18 -0.51
0.05 -0.51 0.28
0.06 0.17 -0.33
-0.17 -0.53 -0.23
0.32 0.12 0.31
-0.09 0.69 0.29
0.10 -1.79 1.30
1.62 1.47 -1.65
-1.32 1.01 1.30
-0.40 0.78 -0.08
0.07 -0.31 0.14
0.48 -0.43 -0.89
-0.44 0.00 -0.07
-0.03 -0.70 0.53
-0.07 -0.01 -0.63
-0.64 0.91 -1.15
-0.78 0.05 -0.05
-0.12 -0.12 0.68
-0.04 -0.15 -0.19
0.36 -0.22 0.26
0.26 -0.32 0.34
0.40 -0.49 0.07
0.66 -0.24 -0.24
-0.20 0.29 0.38
0.64 1.53 0.96
-0.47 -0.73 0.69
-1.20 -2.23 -1.32
1.17 0.85 0.75
-1.87 0.98 -0.78
1.36 -0.23 -1.00
1.60 -2.49 1.70
-0.30 -0.14 -2.08
-0.76 2.58 0.28
-0.75 0.14 0.27
0.74 0.01 -0.21
-0.34 -0.56 -1.13
0.41 -0.08 0.81
-0.34 0.71 -0.23
0.65 -0.65 0.48
0.02 0.08 -0.17
0.28 0.41 0.11
-0.62 0.29 0.77
-0.39 0.23 -0.72
-0.62 0.17 -0.11
0.18 0.67 0.52
0.69 0.20 -0.55
-0.33 -0.47 0.43
0.20 -1.25 0.57
-0.16 1.71 1.43
0.28 -0.91 0.04
0.04 1.83 -2.21
-0.42 -1.61 1.00
-0.69 1.07 -0.71
1.79 -1.23 1.79
-1.43 0.56 -1.23
-0.36 0.24 1.12
-0.42 -0.09 0.24
0.46 -0.05 -0.84
-0.30 -0.13 -0.74
0.04 -0.53 0.76
-0.28 -0.62 0.15
-0.11 -0.25 0.17
0.08 0.40 0.29
0.11 -0.31 -0.06
0.65 -0.24 0.33
-0.01 0.44 -0.24
0.71 0.04 -0.26
-0.09 0.01 -0.59
-0.15 -0.09 -0.37
-0.01 -0.36 0.10
0.40 -0.11 -0.10
-0.33 0.28 -0.20
1.03 -0.19 -0.20
1.94 -1.22 0.85
-3.89 0.64 -0.09
2.09 -0.03 1.16
-1.62 -0.61 -0.94
-0.11 1.58 -0.03
1.77 -0.97 0.20
-1.25 0.91 -1.49
0.60 -0.27 0.47
-0.41 -0.10 0.01
-0.25 0.38 0.15
-0.75 0.29 -0.23
0.53 1.00 -0.34
0.15 -0.71 -0.26
-0.27 0.19 0.09
0.13 -0.47 -0.40
-0.19 -0.01 0.13
0.10 -0.25 -0.10
0.67 0.13 -0.47
-0.11 0.52 0.94
0.10 -0.50 -0.12
-0.13 0.08 0.20
-0.01 -0.40 0.05
-0.07 0.06 0.29
-1.13 0.03 0.20
-0.75 -0.40 0.30
1.55 0.92 0.97
0.00 -1.77 1.19
-3.31 2.31 -1.51
0.27 -1.26 -0.24
-0.54 -1.80 -0.11
0.98 1.49 0.91
0.62 -0.44 -0.44
-0.33 -0.06 -0.09
0.78 -0.15 0.28
-0.12 0.34 -0.30
0.24 -0.06 -0.34
0.96 -0.14 -0.17
0.08 -0.03 -1.07
-0.10 0.00 -0.92
1.38 0.00 -0.08
0.35 0.41 0.18
-0.13 0.91 0.37
-0.25 0.71 0.12
-0.17 -0.85 -0.37
-0.03 0.54 -0.09
0.17 -0.03 0.50
-0.39 -0.41 0.49
-0.30 0.89 0.41
0.52 0.27 -0.81
-0.17 -1.05 0.85
0.44 0.31 2.10
1.15 -0.82 -0.34
-1.78 -0.21 -0.67
-0.76 0.54 -0.20
-0.38 -0.21 0.75
1.54 0.28 0.02
-0.02 -0.03 0.31
-0.37 -0.19 0.29
0.41 -0.57 -0.42
-1.18 -0.23 -0.13
1.08 0.58 -1.10
-0.38 -0.15 -0.10
-0.21 0.37 -0.30
0.07 0.41 0.43
0.01 -0.39 0.26
-0.59 0.52 -0.63
0.25 -0.15 -0.40
0.32 0.01 0.40
0.24 0.01 -1.09
-0.36 -0.29 -0.39
0.90 0.30 0.35

Summary:
<S²>: 0.75
2S+1: 2
Relative energy (zero: lowest compared OMol25 entry of this formula, charge and spin) in kcal per mole: 33.7
E_HOMO (spin up / spin down) in Eh: -0.3749 / -0.3749
Charge: +1
Lowest unoccupied orbital energy (spin up / spin down) in eV: -2.112 / -7.608